Below is a 2-piece molecular cluster, C14H10BrN2O5 overall, with properties calculated with ωB97M-V/def2-TZVPD.

Positions of all 32 atoms, in Å:
Br1 5.12 1.12 -2.32
C1 3.25 0.95 -2.23
C2 2.67 -0.34 -2.22
C3 1.29 -0.47 -2.14
C4 0.45 0.68 -2.09
C5 -0.98 0.52 -2.00
C6 -1.90 1.51 -2.21
N1 -3.25 1.18 -2.30
O1 -4.15 2.04 -2.46
O2 -3.50 -0.06 -2.21
C7 1.05 1.96 -2.17
C8 2.43 2.09 -2.22
H1 3.30 -1.21 -2.26
H2 0.82 -1.45 -2.13
H3 -1.35 -0.50 -1.87
H4 -1.63 2.56 -2.27
H5 0.40 2.84 -2.16
H6 2.88 3.08 -2.26
O3 -2.48 -3.53 2.45
N2 -1.51 -3.22 3.16
O4 -1.03 -3.97 4.04
C9 -0.89 -1.93 2.97
C10 0.20 -1.59 3.79
C11 0.79 -0.33 3.61
C12 0.34 0.53 2.63
C13 -0.68 0.13 1.64
O5 -0.93 0.78 0.60
C14 -1.38 -1.10 1.98
H7 0.53 -2.30 4.53
H8 1.61 -0.05 4.27
H9 0.78 1.52 2.49
H10 -2.23 -1.41 1.38

ΔE to the lowest compared entry with this formula, charge and spin	9.73	kcal per mole
Kohn-Sham gap	5.399	eV
LUMO level	1.55	eV
charge	-1